1.
A molecular structure, C8H25HgO5 in a non-equilibrium geometry. Source: the Open Molecules 2025 dataset; level of theory: ωB97M-V/def2-TZVPD.

Cartesian coordinates (Å):
Hg: -23.7818 25.4410 -22.2304
O: -23.5754 27.7954 -25.4728
O: -26.8917 28.2649 -24.4710
O: -24.7392 27.0576 -22.9255
O: -22.1314 28.9891 -20.9920
O: -25.3867 24.2449 -21.0092
C: -27.3192 29.5034 -23.8540
C: -24.3489 27.4098 -26.6266
C: -23.9902 30.3631 -21.8189
C: -26.7589 30.7226 -24.5528
C: -22.5898 29.8261 -22.0770
C: -26.0828 24.8536 -19.8529
C: -23.5375 27.5771 -27.8933
C: -25.2326 25.9659 -19.2937
H: -22.5862 29.2361 -22.9974
H: -24.0794 27.5204 -24.7001
H: -25.8114 31.0428 -24.0983
H: -22.6581 26.9304 -27.8732
H: -21.8323 30.5976 -22.1951
H: -26.9987 25.2089 -20.3211
H: -27.1421 29.4832 -22.7756
H: -24.1945 27.2157 -28.6860
H: -27.4294 31.5762 -24.5404
H: -23.2103 28.6024 -28.0374
H: -24.6844 26.3797 -26.4830
H: -24.8678 26.6830 -20.0372
H: -25.8075 26.4957 -18.5358
H: -22.2075 28.0716 -21.2508
H: -25.4051 27.5758 -22.4511
H: -28.3930 29.4448 -24.0415
H: -25.5991 23.3052 -21.0578
H: -26.2812 24.1246 -19.0715
H: -24.0795 31.3756 -22.2157
H: -26.3827 30.4693 -25.5451
H: -24.3236 25.5706 -18.8319
H: -25.2022 28.0903 -26.6875
H: -24.7400 29.7847 -22.3633
H: -26.1727 27.8845 -23.9580
H: -24.1929 30.3757 -20.7501

Relative energy (zero: lowest compared OMol25 entry of this formula, charge and spin) ... 0.3476 eV
E_LUMO ... -7.9 eV
HOMO level ... -12.44 eV
Total charge ... +1
E ... -23102.419 eV
Orbital gap ... 4.533 eV

---

2.
A molecular structure, C4H11O in a non-equilibrium geometry. Source: the Open Molecules 2025 dataset; level of theory: ωB97M-V/def2-TZVPD.

Cartesian coordinates (Å):
O: -1.5892 -1.2682 1.1524
C: 0.4772 1.5807 -0.4571
C: -1.4883 -2.4282 0.3983
C: 1.9506 2.1848 -0.2335
C: 0.5430 0.0474 -0.6702
H: 0.1292 2.3611 -1.5180
H: -1.3933 -2.1815 -0.6844
H: 2.0619 3.2830 -0.1389
H: -0.5783 -3.0076 0.7494
H: 2.3935 2.1110 -1.2577
H: 2.3241 1.7107 0.7577
H: -0.4841 -0.3621 -0.7785
H: 0.8488 -0.4175 0.2938
H: -0.3838 1.8115 0.1268
H: -2.3391 -3.1806 0.4072
H: 1.2394 -0.2904 -1.4010

Relative energy (zero: lowest compared OMol25 entry of this formula, charge and spin) ... 1.7652 eV
E_LUMO (alpha / beta) ... 1.0 / -1.6 eV
HOMO level (alpha / beta) ... -10.18 / -10.17 eV
Total charge ... 0
E ... -6369.535 eV
⟨S²⟩ ... 0.754
Orbital gap (alpha / beta) ... 11.171 / 8.541 eV
Spin multiplicity ... 2

---

3.
2 unconnected molecules or ions with the total composition C3H12N2 in a non-equilibrium geometry. Source: the Open Molecules 2025 dataset; level of theory: ωB97M-V/def2-TZVPD.

Cartesian coordinates (Å):
N: 2.0746 -0.7113 -5.2311
N: -1.7000 0.4272 4.5339
C: -0.2348 0.4217 4.3514
C: -2.3396 1.6393 4.0201
C: 1.6624 -1.7366 -6.2128
H: 2.0726 0.1734 -5.7174
H: 0.2262 1.1237 5.0501
H: -3.3690 1.3110 3.8178
H: -2.4171 2.4631 4.7169
H: 2.2860 -2.6193 -6.1071
H: 0.6147 -1.9810 -6.0480
H: 0.1378 -0.5541 4.6639
H: 0.1634 0.6084 3.3490
H: 3.0379 -0.7890 -4.9207
H: -1.9786 -0.3530 3.9399
H: -1.9834 1.9334 3.0265
H: 1.7470 -1.3569 -7.2323

Relative energy (zero: lowest compared OMol25 entry of this formula, charge and spin) ... 0.8302 eV
E_LUMO ... 1.2 eV
HOMO level ... -9.08 eV
Total charge ... 0
SMILES string ... CNC.CN
E ... -6284.764 eV
Orbital gap ... 10.328 eV

---

4.
2 unconnected molecules or ions with the total composition C12H16N4O4PS in a non-equilibrium geometry. Source: the Open Molecules 2025 dataset; level of theory: ωB97M-V/def2-TZVPD.

Cartesian coordinates (Å):
S: 2.0581 -0.8081 -5.0646
P: 0.7431 0.1151 -1.7251
O: -0.6546 0.5476 1.7108
O: -2.2077 -0.8469 0.8497
O: 1.4025 6.4582 3.1666
O: 2.0938 4.3805 3.6583
N: -0.7601 -3.3917 -0.3051
N: -0.3488 -1.6547 -4.0734
N: 2.2519 -0.0539 -1.3599
N: -0.2437 -2.2153 -0.4920
C: -1.0117 -3.4640 -2.6312
C: 1.1504 5.3083 3.3470
C: -0.9212 -0.4766 1.1446
C: 0.7805 -1.4663 -4.5339
C: -1.1485 -4.0180 -1.3744
C: -0.4521 -2.2289 -2.7957
C: -0.0475 -1.5754 -1.6340
C: 0.1510 -1.5109 0.7559
C: 0.0192 3.3121 3.9438
C: 1.5021 3.0732 3.7044
C: -1.4918 -4.2407 -3.8172
C: -0.2083 4.6415 3.2307
H: -0.1685 3.4322 5.0116
H: -1.1315 -3.7992 -4.7344
H: -2.3986 -0.7307 -0.0868
H: -2.5792 -4.2843 -3.8308
H: 1.6934 2.5726 2.7511
H: 1.1458 -1.0813 0.6639
H: -0.9755 5.2418 3.7103
H: -0.6107 2.5022 3.5815
H: -1.1549 -5.2674 -3.7052
H: 0.5049 0.6496 -3.0042
H: 0.1848 -2.2354 1.5623
H: 1.9660 2.4971 4.5018
H: -0.4415 4.5049 2.1736
H: 0.1210 0.9305 -0.7611
H: -1.6119 -4.9818 -1.2602
H: 2.8623 0.2700 -2.0995

Relative energy (zero: lowest compared OMol25 entry of this formula, charge and spin) ... 0.0000 eV
E_LUMO ... -5.3 eV
HOMO level ... -11.64 eV
Total charge ... +1
E ... -46968.120 eV
Orbital gap ... 6.333 eV

---

5.
11 unconnected molecules or ions with the total composition C60H118O6S2 in a non-equilibrium geometry. Source: the Open Molecules 2025 dataset; level of theory: ωB97M-V/def2-TZVPD.

Cartesian coordinates (Å):
S: -0.6053 0.2435 6.0389
S: -4.7983 -2.6022 2.4598
O: -3.3590 -2.4540 2.3634
O: -5.5920 -3.7051 1.8470
O: -1.8221 0.4471 5.2225
O: 0.5833 -0.3709 5.0668
O: -0.6104 -0.5158 7.2829
O: -5.2870 -2.4114 4.0830
C: 3.4880 -2.6757 -3.5614
C: -0.0091 1.9223 6.4600
C: 5.3834 9.1996 -0.0322
C: 0.9131 3.9755 0.2074
C: 0.5610 2.6145 -0.3307
C: -4.5953 -1.7752 -2.3020
C: -0.9560 -5.3780 -1.9528
C: 4.1813 -4.0703 -3.8188
C: 2.3437 7.2434 -4.2540
C: 4.3291 8.2545 -3.3361
C: -2.2786 -6.8323 -0.5348
C: 6.1676 -0.6391 -1.0631
C: -1.2298 -0.7328 0.4914
C: 2.8483 -6.3783 2.5852
C: 0.2519 -0.9371 3.8344
C: -1.2516 -4.2587 -1.1895
C: 1.6246 -1.3999 3.2219
C: -4.7272 -3.3715 4.9795
C: -9.3029 -2.5581 -1.9878
C: -3.3224 3.5628 -3.3620
C: 3.8214 9.4218 -3.7080
C: 6.1976 6.1737 0.1311
C: 2.3793 -8.1189 4.4362
C: -2.6107 -5.7095 0.2610
C: -4.1024 -0.3232 -2.1658
C: -1.5226 -6.6224 -1.6671
C: 0.0075 -1.1054 -3.7186
C: 5.8047 -1.8315 -0.4895
C: 1.9317 -5.1895 2.9100
C: -5.5455 3.4779 -1.0912
C: 3.8447 0.0942 -1.0396
C: -4.1621 3.8837 -0.8383
C: 0.0268 1.4490 0.5605
C: -3.2581 -3.2132 5.4286
C: 3.1366 -9.2954 5.0571
C: 5.0307 -4.5229 -2.6748
C: 6.1368 4.0364 1.7320
C: -8.3505 -3.1239 -3.1196
C: 6.2322 4.5961 0.3020
C: 3.4848 -1.0509 -0.3717
C: 4.4473 -2.0824 -0.1963
C: 1.0359 -4.7276 1.7418
C: 4.7397 6.7228 0.3367
C: -6.8986 -3.0660 -2.6672
C: -0.6277 0.3540 -0.3459
C: 2.3647 -2.1095 -4.4249
C: 1.2639 5.0240 -0.8645
C: -6.1801 -1.7642 -2.6574
C: 4.7259 8.1393 0.8946
C: 1.6154 -0.8728 -3.7857
C: -3.3672 4.4610 -2.1154
C: -6.3947 3.6029 0.1627
C: -5.9341 2.8948 1.3939
C: 2.5846 9.5958 -4.3082
C: 3.3419 -7.0930 3.8772
C: -5.3813 -0.9443 1.9775
C: 3.5830 7.1343 -3.6899
C: 1.7648 8.4793 -4.6291
C: -2.2038 -4.4347 -0.1771
C: 5.1744 0.2323 -1.4229
H: -1.3234 0.7546 -1.0832
H: 5.3147 10.2006 0.3937
H: 0.8058 1.1140 1.2454
H: 3.9522 6.1959 -3.3030
H: -3.7551 5.4252 -2.4440
H: -7.4251 3.4076 -0.1345
H: -0.6551 1.8828 1.2919
H: -4.0287 4.7081 -0.1378
H: 1.5883 -8.3819 3.7338
H: -3.9930 -2.3782 -2.9815
H: 0.2890 -5.4738 1.4708
H: -6.4579 -1.0531 2.1087
H: -2.9459 2.5593 -3.1637
H: -2.6805 -3.3663 4.5170
H: 4.0970 -3.0113 0.2289
H: -10.3207 -2.4226 -2.3536
H: 2.1711 10.5778 -4.4845
H: 3.4412 -10.0251 4.3068
H: -0.5243 -1.3043 1.0946
H: -0.8429 -3.2836 -1.4099
H: -4.5433 0.2803 -2.9591
H: 6.4380 9.0073 -0.2296
H: -1.9791 -0.2332 1.1055
H: -4.4539 0.0945 -1.2224
H: -0.1426 2.6385 5.6493
H: 5.5615 4.0072 -0.3237
H: -5.4405 1.9267 1.3084
H: 2.3883 -9.7290 5.7206
H: 2.2034 -7.0934 2.0745
H: -4.7475 -0.3097 2.5969
H: -0.5180 -0.2067 -3.3956
H: 7.1761 4.2250 -0.0973
H: -5.1081 -0.9362 0.9223
H: 5.3392 8.2503 -2.9540
H: -0.2351 -5.4511 -2.7537
H: 4.3147 6.7442 -0.6668
H: 1.6117 -2.8841 -4.5700
H: 3.2270 0.9623 -1.2160
H: -2.9908 -3.9448 6.1911
H: -0.5318 2.2830 7.3459
H: -5.9088 4.1209 -1.8929
H: -6.7185 -1.1897 -1.9036
H: 1.9776 -0.7990 -2.7603
H: 0.2832 -0.0679 -0.7706
H: -5.5296 2.5373 -1.6417
H: 0.4315 -3.8449 1.9510
H: 1.4930 2.3011 -0.8012
H: -3.3018 -5.7083 1.0910
H: 1.8012 -2.3717 3.6830
H: 4.0200 -8.9697 5.6062
H: 2.7214 -1.8738 -5.4275
H: -0.1550 2.8217 -1.1260
H: -8.5164 -4.2005 -3.0816
H: 1.2604 -5.4937 3.7130
H: -8.9490 -1.6593 -1.4829
H: 6.2042 2.9486 1.7521
H: -1.3769 -7.4063 -2.3955
H: 6.4638 6.3039 -0.9179
H: -6.7602 -3.7595 -1.8378
H: -2.8703 4.0842 -4.2057
H: 5.9324 -3.9123 -2.6285
H: 3.1809 -2.7375 -2.5174
H: -6.2995 -3.5881 -3.4132
H: 4.4600 10.2584 -3.4656
H: 4.4814 -4.4018 -1.7412
H: 1.8881 -7.5072 5.1928
H: -3.5878 3.0543 -0.4254
H: 1.5067 -1.5679 2.1514
H: -6.7051 2.8115 2.1599
H: 0.5571 5.1742 -1.6806
H: 2.3528 -4.2945 3.3680
H: 6.6122 -2.5345 -0.3470
H: -6.4019 -1.3539 -3.6425
H: 4.0901 6.0574 0.9053
H: 6.8341 6.6561 0.8730
H: 2.5171 -0.7851 3.3390
H: -2.7761 -7.7896 -0.4854
H: 3.7507 8.5810 1.0996
H: 1.4266 6.0299 -0.4777
H: -5.3001 -3.2856 5.9028
H: -6.4844 4.6664 0.3839
H: -0.3777 -1.8266 3.8549
H: -0.3665 -1.5155 -4.6566
H: -4.4682 -2.3429 -1.3803
H: 3.6357 -6.1430 1.8691
H: 3.3759 -4.7893 -3.9688
H: -4.3230 3.2646 -3.6749
H: 1.8332 -0.0675 -4.4874
H: 1.0389 1.9029 6.7590
H: 4.6518 -4.1615 -4.7978
H: 6.7402 4.5320 2.4926
H: 5.1694 4.2811 2.1706
H: -4.9911 -4.3869 4.6837
H: 7.1497 -0.5574 -1.5048
H: -0.2480 -1.8445 -2.9593
H: 1.6606 -4.4064 0.9084
H: 4.1570 -1.8170 -3.5059
H: 1.7286 3.8850 0.9250
H: 5.1726 8.0613 1.8857
H: -3.0235 -0.2009 -2.2613
H: -9.5107 -3.2570 -1.1775
H: 0.7221 8.6489 -4.8535
H: -2.9430 -2.2722 5.8794
H: 2.4314 -1.1557 -0.1576
H: -2.3150 4.4950 -1.8329
H: 5.4583 1.0788 -2.0305
H: 4.1643 -7.6295 3.4040
H: -0.1528 -0.1272 3.2275
H: 0.0172 4.3125 0.7288
H: -1.7652 -1.5397 -0.0090
H: 1.6473 6.4222 -4.1712
H: 3.6747 -6.3910 4.6417
H: -2.4184 -3.5504 0.4045
H: -8.6503 -2.7676 -4.1052
H: 4.9660 9.2618 -1.0372
H: -5.1713 3.4855 1.9012
H: 2.1477 4.6803 -1.4019
H: 5.2352 -5.5915 -2.7407

E_LUMO ... 0.3 eV
HOMO level ... -9.06 eV
Total charge ... 0
SMILES string ... CCOS(C)(=O)=O.CCOS(C)(=O)=O.c1ccccc1.c1ccccc1.c1ccccc1.CCCCCC.CCCCCC.CCCCCC.CCCCCC.CCCCCC.CCCCCC
E ... -98083.500 eV
Orbital gap ... 9.403 eV